# 1
{
  "formula": "C26H28BrF3IrNO9SSe2",
  "method": "wB97M-V/def2-TZVPD",
  "species": ["Ir", "C", "Se", "C", "C", "Se", "C", "H", "H", "H", "H", "H", "H", "H", "H", "H", "H", "C", "O", "C", "C", "C", "C", "C", "C", "O", "C", "O", "C", "H", "H", "H", "H", "H", "H", "H", "H", "H", "O", "C", "C", "C", "C", "C", "C", "C", "O", "O", "H", "H", "H", "H", "H", "F", "C", "F", "F", "S", "O", "O", "O", "Br", "C", "C", "C", "N", "C", "C", "H", "H", "H", "H"],
  "coordinates": [[0.611, 0.347, -0.711], [-1.879, -4.560, -1.413], [-1.445, -3.643, 0.242], [0.440, -4.092, 0.309], [1.287, -3.540, -0.818], [2.010, -1.723, -0.777], [3.047, -1.873, 0.854], [-1.803, -5.639, -1.309], [-1.246, -4.198, -2.220], [-2.902, -4.285, -1.660], [0.507, -5.180, 0.246], [0.819, -3.822, 1.293], [0.803, -3.608, -1.789], [2.230, -4.090, -0.880], [3.743, -2.691, 0.678], [2.419, -2.084, 1.711], [3.604, -0.949, 0.987], [-5.617, -1.693, 1.292], [-5.685, -0.287, 1.044], [-4.581, 0.335, 0.636], [-4.715, 1.711, 0.373], [-3.631, 2.442, -0.049], [-2.362, 1.869, -0.215], [-1.255, 2.703, -0.625], [-1.452, 4.166, -0.883], [-0.089, 2.292, -0.759], [-2.251, 0.468, 0.030], [-1.169, -0.230, -0.164], [-3.359, -0.285, 0.449], [-6.612, -1.983, 1.609], [-4.898, -1.912, 2.083], [-5.349, -2.230, 0.380], [-5.688, 2.164, 0.503], [-3.763, 3.493, -0.258], [-2.155, 4.301, -1.707], [-0.499, 4.610, -1.151], [-1.862, 4.670, -0.008], [-3.207, -1.339, 0.607], [0.286, -0.924, 4.673], [1.140, 0.105, 4.593], [1.709, 0.565, 5.784], [2.591, 1.621, 5.764], [2.934, 2.254, 4.565], [2.379, 1.807, 3.390], [1.482, 0.729, 3.379], [0.897, 0.223, 2.130], [1.302, 0.879, 1.043], [0.093, -0.701, 2.079], [-0.044, -1.111, 3.771], [1.434, 0.072, 6.706], [3.023, 1.966, 6.695], [3.624, 3.085, 4.566], [2.627, 2.286, 2.454], [-0.777, -1.880, -5.411], [-0.596, -0.612, -5.056], [0.687, -0.288, -5.277], [-1.366, 0.168, -5.803], [-1.000, -0.384, -3.278], [-0.680, 1.013, -2.998], [-2.362, -0.787, -3.131], [0.004, -1.229, -2.593], [5.708, 3.379, -3.765], [4.323, 2.483, -2.883], [3.679, 1.418, -3.494], [2.669, 0.780, -2.807], [2.287, 1.167, -1.582], [2.908, 2.201, -0.995], [3.935, 2.880, -1.611], [3.950, 1.084, -4.484], [2.137, -0.057, -3.237], [2.555, 2.471, -0.011], [4.417, 3.704, -1.107]],
  "lowdin_spin": [0.128, 0.000, -0.001, 0.000, 0.000, -0.002, 0.000, 0.000, 0.000, 0.000, 0.000, 0.000, 0.000, 0.000, 0.000, 0.000, 0.000, 0.000, -0.028, -0.004, 0.176, 0.018, 0.110, 0.019, -0.001, 0.048, 0.031, 0.342, 0.121, 0.000, 0.000, 0.000, 0.008, -0.002, 0.000, 0.000, 0.000, 0.004, 0.000, 0.000, 0.000, 0.000, 0.000, 0.000, 0.000, 0.000, 0.007, 0.012, 0.000, 0.000, 0.000, 0.000, 0.000, 0.000, 0.000, 0.000, 0.000, 0.000, 0.000, 0.001, 0.006, 0.001, 0.001, 0.000, 0.002, 0.000, 0.001, 0.000, 0.000, 0.000, 0.000, 0.000],
  "s_squared": 0.791,
  "charge": 1,
  "fmax_ev_per_a": 1.65,
  "de_lowest_ev": 0.000,
  "homo_energy_ev": [-10.606, -10.602],
  "spin_multiplicity": 2,
  "e_lumo_ha": [-0.1210, -0.2269]
}

***

# 2
{
  "formula": "C26H28Cl2N7O2SSiW",
  "method": "wB97M-V/def2-TZVPD",
  "species": ["W", "O", "C", "C", "C", "C", "C", "C", "C", "O", "N", "N", "C", "C", "C", "C", "C", "C", "N", "H", "H", "H", "H", "H", "H", "H", "H", "H", "H", "C", "Si", "C", "C", "C", "C", "C", "C", "N", "C", "S", "H", "H", "H", "H", "H", "H", "H", "H", "H", "H", "H", "H", "Cl", "C", "Cl", "H", "H", "N", "C", "C", "C", "N", "H", "H", "H", "H", "N", "C"],
  "coordinates": [[0.072, -0.795, -0.142], [-2.885, 3.842, 0.574], [-2.927, 3.197, 1.748], [-3.840, 3.663, 2.697], [-3.963, 3.028, 3.913], [-3.183, 1.909, 4.229], [-2.277, 1.450, 3.304], [-2.126, 2.081, 2.057], [-1.196, 1.498, 1.100], [-0.490, 0.453, 1.448], [-1.116, 1.976, -0.117], [-0.351, 1.109, -0.877], [0.016, 1.492, -2.050], [0.925, 0.591, -2.704], [1.474, 0.820, -3.957], [2.371, -0.092, -4.471], [2.693, -1.213, -3.713], [2.108, -1.389, -2.480], [1.236, -0.500, -1.963], [-2.281, 3.362, -0.025], [-4.446, 4.522, 2.442], [-4.681, 3.402, 4.633], [-3.290, 1.418, 5.186], [-1.667, 0.580, 3.515], [-0.326, 2.430, -2.467], [1.191, 1.711, -4.500], [2.812, 0.060, -5.447], [3.385, -1.959, -4.077], [2.307, -2.269, -1.890], [-5.977, -2.999, 0.778], [-5.211, -1.562, 1.659], [-5.945, -1.341, 3.351], [-5.413, 0.009, 0.701], [-3.375, -1.994, 1.944], [-3.008, -2.578, 3.151], [-1.673, -2.829, 3.485], [-0.704, -2.494, 2.577], [-1.033, -2.001, 1.374], [-2.313, -1.733, 1.069], [-2.368, -0.912, -0.469], [-7.057, -2.866, 0.670], [-5.805, -3.925, 1.331], [-5.551, -3.116, -0.221], [-6.949, -0.920, 3.256], [-5.347, -0.647, 3.950], [-6.041, -2.282, 3.898], [-6.476, 0.269, 0.719], [-5.108, -0.080, -0.342], [-4.857, 0.834, 1.157], [-3.773, -2.812, 3.883], [-1.396, -3.251, 4.441], [0.350, -2.615, 2.787], [3.394, 0.289, 3.342], [2.285, 1.308, 2.447], [2.340, 0.999, 0.680], [2.559, 2.347, 2.581], [1.265, 1.110, 2.752], [1.456, -3.538, 0.628], [2.552, -4.266, 0.832], [3.619, -3.392, 0.913], [3.058, -2.133, 0.723], [1.730, -2.217, 0.559], [0.537, -3.861, 0.351], [2.497, -5.341, 0.896], [4.653, -3.628, 1.090], [3.549, -1.179, 0.720], [-0.398, -3.595, -1.778], [-0.261, -2.560, -1.280]],
  "nbo_charge": [1.309, -0.656, 0.374, -0.273, -0.146, -0.253, -0.158, -0.211, 0.617, -0.754, -0.442, -0.280, 0.077, 0.120, -0.186, -0.138, -0.222, 0.078, -0.473, 0.510, 0.239, 0.226, 0.223, 0.225, 0.235, 0.243, 0.242, 0.246, 0.228, -1.121, 1.642, -1.126, -1.126, -0.474, -0.104, -0.258, 0.056, -0.527, 0.126, 0.084, 0.250, 0.243, 0.249, 0.254, 0.244, 0.240, 0.250, 0.250, 0.247, 0.229, 0.237, 0.213, 0.012, -0.380, 0.040, 0.243, 0.247, -0.311, 0.019, -0.322, 0.003, -0.363, 0.464, 0.249, 0.256, 0.243, -0.421, -0.055],
  "charge": 1,
  "fmax_ev_per_a": 1.32,
  "de_lowest_ev": 0.783,
  "homo_energy_ev": [-10.392, -10.830],
  "spin_multiplicity": 1,
  "e_lumo_ha": [-0.1497, -0.1668]
}

***

# 3
{
  "formula": "C26H28ClF5GdN2O2S",
  "method": "wB97M-V/def2-TZVPD",
  "species": ["Gd", "Cl", "N", "N", "C", "C", "C", "C", "C", "C", "H", "H", "H", "H", "H", "H", "C", "C", "C", "C", "H", "H", "H", "H", "H", "H", "O", "H", "H", "O", "H", "H", "C", "C", "C", "H", "H", "C", "C", "H", "C", "C", "C", "C", "H", "C", "H", "H", "H", "H", "H", "H", "H", "H", "F", "C", "C", "F", "C", "F", "C", "S", "C", "F", "C", "F"],
  "coordinates": [[-0.361, -0.518, 0.006], [-2.316, -1.094, 1.467], [1.146, -0.707, 1.857], [-1.802, 0.409, -1.679], [2.202, -1.469, 1.639], [-2.020, -0.350, -2.739], [1.307, -0.016, 3.159], [2.740, -0.390, 3.542], [0.308, -0.548, 4.171], [1.119, 1.477, 2.964], [0.472, -1.619, 4.344], [-0.722, -0.404, 3.825], [0.449, -0.018, 5.122], [1.806, 1.843, 2.194], [1.338, 1.992, 3.908], [0.089, 1.710, 2.663], [-2.719, 1.573, -1.737], [-3.641, 1.208, -2.903], [-1.932, 2.837, -2.041], [-3.453, 1.728, -0.414], [-3.974, 0.800, -0.154], [-4.179, 2.547, -0.504], [-2.757, 1.967, 0.402], [-1.402, 2.742, -2.997], [-1.195, 3.045, -1.256], [-2.627, 3.685, -2.105], [-3.059, -0.017, -3.481], [-3.659, 1.957, -3.706], [-4.666, 0.970, -2.589], [3.172, -1.367, 2.524], [2.835, -0.893, 4.511], [3.437, 0.457, 3.495], [2.352, -2.386, 0.450], [-1.177, -1.540, -3.100], [-0.713, -2.341, -1.887], [-0.302, -1.149, -3.640], [-1.750, -2.164, -3.796], [0.603, -2.178, -1.394], [1.011, -2.764, -0.175], [1.282, -1.467, -1.903], [0.160, -3.701, 0.439], [-1.088, -3.957, -0.136], [0.587, -4.428, 1.683], [-1.556, -3.278, -1.261], [-1.738, -4.695, 0.340], [-2.934, -3.540, -1.804], [-3.360, -4.428, -1.322], [-2.922, -3.712, -2.887], [-3.613, -2.699, -1.605], [1.620, -4.789, 1.615], [-0.070, -5.292, 1.843], [0.510, -3.791, 2.577], [2.909, -3.278, 0.773], [2.978, -1.847, -0.276], [3.373, 6.363, 0.148], [3.020, 5.128, -0.257], [3.431, 4.005, 0.465], [4.237, 4.157, 1.542], [2.998, 2.743, 0.077], [3.475, 1.643, 0.740], [2.115, 2.554, -1.007], [1.480, 1.037, -1.423], [1.835, 3.699, -1.787], [1.175, 3.541, -2.963], [2.244, 4.969, -1.409], [1.893, 6.045, -2.148]],
  "lowdin_spin": [3.809, 0.024, 0.028, 0.043, 0.016, 0.013, 0.005, 0.001, 0.002, 0.030, 0.000, 0.001, 0.000, 0.005, 0.002, 0.022, 0.007, 0.001, 0.009, 0.017, 0.001, 0.001, 0.017, 0.000, 0.009, 0.001, 0.003, 0.000, 0.000, 0.006, 0.000, 0.000, 0.015, 0.021, 0.148, 0.004, 0.003, 0.241, 0.117, 0.031, 0.059, 0.206, 0.003, 0.044, 0.021, 0.000, 0.002, -0.001, 0.000, 0.000, 0.002, 0.001, 0.003, 0.005, 0.089, 0.326, 0.075, 0.006, 0.185, 0.039, 0.352, 0.621, 0.192, 0.042, 0.071, 0.004],
  "s_squared": 15.818,
  "charge": -1,
  "fmax_ev_per_a": 3.30,
  "homo_energy_ev": [-1.170, -5.675],
  "spin_multiplicity": 8,
  "e_lumo_ha": [0.0955, 0.0295]
}

***

# 4
{
  "formula": "C26H28CrN2S2Si",
  "method": "wB97M-V/def2-TZVPD",
  "species": ["C", "C", "C", "H", "C", "C", "H", "H", "H", "H", "Cr", "C", "H", "H", "H", "Si", "C", "C", "H", "C", "H", "C", "H", "C", "H", "C", "H", "C", "C", "H", "C", "H", "C", "H", "C", "H", "C", "H", "H", "H", "C", "C", "N", "C", "C", "S", "C", "C", "S", "C", "N", "C", "H", "H", "H", "H", "H", "H", "H", "H"],
  "coordinates": [[-2.363, 0.811, 0.505], [-2.239, -0.333, -0.334], [-1.972, -1.477, 0.475], [-2.348, -0.346, -1.418], [-1.982, -1.059, 1.853], [-2.215, 0.375, 1.868], [-2.327, 1.003, 2.750], [-2.608, 1.820, 0.176], [-1.892, -2.503, 0.128], [-1.887, -1.718, 2.704], [-0.309, -0.102, 1.028], [2.663, -0.843, -1.032], [2.562, -1.859, -0.644], [2.992, -0.217, -0.193], [3.468, -0.841, -1.783], [1.025, -0.357, -2.060], [1.241, 1.120, -3.172], [0.062, 1.673, -3.724], [-0.858, 1.087, -3.748], [0.027, 3.003, -4.157], [-0.922, 3.433, -4.499], [1.196, 3.783, -4.128], [1.157, 4.838, -4.426], [2.393, 3.202, -3.683], [3.318, 3.784, -3.698], [2.414, 1.887, -3.187], [3.343, 1.466, -2.795], [0.373, -1.909, -2.839], [-0.169, -1.875, -4.133], [0.047, -1.041, -4.805], [-1.057, -2.879, -4.534], [-1.521, -2.824, -5.513], [-1.406, -3.910, -3.662], [-2.170, -4.633, -3.938], [-0.781, -4.001, -2.417], [-1.025, -4.813, -1.734], [0.128, -3.021, -2.012], [0.590, -3.085, -1.022], [0.690, -0.643, -0.238], [-0.371, 0.123, -1.807], [-3.235, -0.971, 5.163], [-1.815, -0.554, 5.288], [-0.986, -0.277, 4.335], [0.248, 0.188, 4.764], [0.374, 0.151, 6.154], [-1.075, -0.391, 6.909], [1.194, 0.793, 3.851], [2.278, 1.552, 4.246], [3.023, 2.373, 2.913], [1.806, 1.706, 1.857], [0.967, 0.869, 2.452], [1.715, 2.051, 0.419], [-3.771, -0.639, 6.058], [-3.683, -0.524, 4.273], [-3.298, -2.065, 5.099], [1.253, 0.512, 6.676], [2.583, 1.682, 5.278], [2.130, 3.052, 0.253], [2.346, 1.384, -0.174], [0.675, 1.986, 0.033]],
  "lowdin_spin": [-0.061, -0.050, -0.031, -0.002, -0.048, 0.016, 0.004, -0.001, 0.002, 0.002, 3.229, -0.023, 0.000, 0.001, -0.003, -0.026, -0.004, -0.001, 0.000, 0.000, 0.000, 0.000, 0.000, 0.000, 0.000, 0.000, 0.000, 0.000, 0.000, 0.000, 0.000, 0.000, 0.000, 0.000, 0.000, 0.000, 0.000, 0.000, -0.043, -0.016, 0.000, 0.000, 0.002, 0.001, 0.001, 0.001, 0.003, -0.001, 0.005, 0.020, 0.010, 0.010, 0.000, 0.000, 0.000, 0.000, 0.000, 0.000, 0.001, 0.004],
  "s_squared": 3.942,
  "charge": 1,
  "fmax_ev_per_a": 2.75,
  "homo_energy_ev": [-10.649, -10.714],
  "spin_multiplicity": 4,
  "e_lumo_ha": [-0.1664, -0.1162]
}